{
  "formula": "C20H24N2O6S",
  "method": "wB97M-V/def2-TZVPD",
  "smiles": "CCOC(=O)c1ccccc1NC(=O)CN(c1ccc(OCC)cc1)S(C)(=O)=O",
  "e_homo_ev": -8.18,
  "de_lowest_kcal_mol": 18.5,
  "homo_lumo_gap_ev": 8.82,
  "symbols": ["C", "C", "O", "C", "O", "C", "C", "C", "C", "C", "C", "N", "C", "O", "C", "N", "C", "C", "C", "C", "O", "C", "C", "C", "C", "S", "C", "O", "O", "H", "H", "H", "H", "H", "H", "H", "H", "H", "H", "H", "H", "H", "H", "H", "H", "H", "H", "H", "H", "H", "H", "H", "H"],
  "positions_angstrom": [[0.2930, 4.2275, -5.0149], [0.4959, 3.0458, -4.0865], [1.2620, 3.4831, -2.9616], [1.4795, 2.5791, -2.0138], [1.1140, 1.4246, -2.0997], [2.2503, 3.1192, -0.8716], [3.3258, 3.9654, -1.1242], [4.1320, 4.4063, -0.0933], [3.8617, 3.9986, 1.2038], [2.7828, 3.1799, 1.4766], [1.9535, 2.7345, 0.4479], [0.8047, 1.9878, 0.6907], [0.3485, 1.5088, 1.8738], [0.9321, 1.5422, 2.9350], [-1.0621, 0.9153, 1.7489], [-1.1727, -0.1348, 0.7580], [-1.0798, -1.4719, 1.1752], [-1.9400, -2.4415, 0.6758], [-1.8195, -3.7659, 1.0648], [-0.8407, -4.1451, 1.9767], [-0.6089, -5.4116, 2.4190], [-1.4957, -6.4542, 2.0672], [-2.8044, -6.4037, 2.8505], [0.0098, -3.1634, 2.4906], [-0.1013, -1.8487, 2.0958], [-1.8803, 0.2590, -0.7073], [-0.9800, -0.7555, -1.8900], [-1.5567, 1.6466, -0.9173], [-3.2740, -0.0792, -0.7481], [-0.2306, 5.0241, -4.4941], [1.2524, 4.6070, -5.3565], [-0.2939, 3.9189, -5.8750], [1.0349, 2.2317, -4.5854], [-0.4594, 2.6520, -3.7205], [3.5282, 4.2577, -2.1432], [4.9682, 5.0565, -0.2992], [4.4923, 4.3289, 2.0155], [2.5685, 2.8808, 2.4888], [0.1781, 1.8540, -0.1026], [-1.3641, 0.5384, 2.7304], [-1.7391, 1.7216, 1.4523], [-2.7298, -2.1547, 0.0004], [-2.5085, -4.4840, 0.6492], [-0.9490, -7.3676, 2.3180], [-1.6866, -6.4541, 0.9867], [-3.4258, -7.2535, 2.5815], [-2.5957, -6.4413, 3.9166], [-3.3484, -5.4863, 2.6400], [0.7624, -3.4618, 3.2027], [0.5671, -1.1083, 2.5050], [-1.6016, -0.8505, -2.7713], [-0.7910, -1.7234, -1.4466], [-0.0584, -0.2343, -2.1146]],
  "atomic_forces_ev_per_a": [[0.167, -0.202, 0.391], [-0.299, -0.286, -0.453], [0.087, 0.378, 0.041], [0.052, -0.437, -0.027], [0.106, 0.354, -0.034], [0.114, 0.075, 0.225], [-0.131, -0.074, 0.069], [0.110, 0.039, 0.016], [-0.027, 0.023, -0.211], [-0.048, -0.078, 0.189], [0.348, 0.198, -0.090], [-0.153, -0.025, -0.341], [-0.367, -0.165, -0.091], [0.072, 0.012, 0.277], [-0.049, 0.474, 0.241], [-0.206, 0.369, -0.942], [-0.120, -0.833, 0.011], [0.078, 0.096, 0.218], [0.110, -0.336, 0.085], [0.050, 0.202, -0.023], [0.164, 0.253, 0.079], [-0.346, -0.287, 0.004], [0.376, 0.127, -0.150], [-0.146, -0.190, -0.017], [-0.119, 0.052, -0.130], [0.124, -0.379, -0.168], [-0.197, 0.406, 0.564], [0.087, 0.194, 0.001], [0.031, -0.227, 0.028], [-0.075, 0.102, -0.006], [0.062, 0.058, -0.084], [-0.056, -0.019, -0.089], [-0.113, 0.097, 0.098], [0.168, 0.025, -0.066], [0.003, 0.037, -0.076], [0.077, 0.045, -0.029], [0.037, 0.024, 0.081], [-0.016, 0.001, -0.002], [0.182, 0.031, 0.215], [0.081, 0.034, -0.202], [0.065, 0.025, 0.233], [-0.100, -0.080, -0.019], [-0.054, -0.096, 0.001], [-0.085, 0.108, -0.125], [0.085, -0.011, 0.079], [-0.098, -0.083, -0.021], [-0.012, -0.021, 0.094], [-0.102, 0.038, 0.002], [0.100, -0.024, 0.088], [0.135, 0.094, 0.068], [-0.208, 0.035, -0.053], [-0.014, -0.183, 0.020], [0.072, 0.026, 0.030]]
}